[1]
8
Properties=species:S:1:pos:R:3:forces:R:3 method="wB97M-V/def2-TZVPD" lumo_ev=-2.234 multiplicity=1 energy_ha=-643.2040 homo_lumo_gap_ev=5.13
C -1.0466 0.3715 -0.2743 -1.24 0.50 0.83
N 0.2031 0.2205 0.0063 1.24 1.65 1.92
O 2.9062 1.0046 1.0303 0.39 1.17 0.81
O 2.8071 -0.9420 -0.3495 2.79 1.57 0.74
S 3.6793 0.1027 0.2562 -2.63 -2.79 -1.53
H -1.5569 -0.4385 -0.7622 0.50 -0.88 -1.15
H 1.0225 -0.3741 -0.2019 -1.33 -0.50 -0.29
H 0.4768 0.9326 0.7270 0.28 -0.72 -1.32

---

[2]
19
Properties=species:S:1:pos:R:3:forces:R:3 method="wB97M-V/def2-TZVPD" lumo_ev=1.150 multiplicity=1 smiles="C[C@H]1C=c2[nH][nH]c2=CC1" energy_ha=-382.0551 homo_lumo_gap_ev=8.81
C -0.8341 1.0950 1.4029 2.08 -0.94 -6.07
C 0.4326 -1.1050 -0.3164 0.97 -0.30 -1.03
C 0.0392 0.1813 1.7565 -0.69 0.26 1.13
C 0.6834 -0.8204 0.9473 0.83 -1.17 0.21
C -0.7332 1.2373 -0.4652 -1.88 0.46 2.63
C -0.4881 -0.1372 -1.0474 2.18 0.73 -1.70
C 0.0169 0.1516 -2.5314 -0.81 0.14 -0.66
N 0.5390 -0.4232 2.9606 -0.29 0.65 0.17
N 1.4053 -1.3050 2.1107 0.10 -0.11 1.11
H -1.4692 1.7593 1.8174 -1.57 1.87 1.78
H 0.7501 -2.0021 -0.9326 -0.18 1.16 1.16
H -1.7960 1.6366 -0.8781 2.68 -0.68 1.08
H 0.1349 1.8953 -0.7984 -1.33 -0.48 0.95
H -1.3248 -0.7657 -1.0739 -2.09 -0.31 -0.55
H 0.4511 -0.6949 -3.0166 1.06 -0.85 0.22
H 0.6381 1.0550 -2.7771 -0.22 -0.86 1.08
H -0.7839 0.2605 -3.2689 -0.77 0.40 0.57
H 0.9895 0.2588 3.6110 0.21 -1.07 -0.95
H 1.3492 -2.2771 2.4996 -0.29 1.11 -1.15

---

[3]
56
Properties=species:S:1:pos:R:3:forces:R:3 method="wB97M-V/def2-TZVPD" lumo_ev=-0.062 multiplicity=1 smiles="CCOC(=O)c1oc2ccc(S(=O)(=O)n3nc(-c4ccc(OCC)cc4)cc3N)cc2c1C" energy_ha=-1904.1370 homo_lumo_gap_ev=7.90
C -8.6150 -2.2567 0.2188 0.38 0.07 0.16
C -7.5822 -2.3272 1.3342 -0.40 -0.41 -0.04
H -7.9780 -1.9197 2.2667 0.09 -0.06 -0.09
H -7.2583 -3.3617 1.4851 -0.05 0.19 0.07
O -6.4368 -1.5223 1.0393 0.26 0.29 -0.05
C -5.5095 -2.0754 0.2428 -0.03 -0.35 -0.08
O -5.5780 -3.1933 -0.1991 0.05 0.12 0.00
C -4.3886 -1.1566 -0.0212 0.05 1.03 0.35
C -4.1447 0.1475 0.3313 -0.34 -0.79 -0.13
C -2.8784 0.4635 -0.2563 0.42 -0.54 -0.44
C -2.0683 1.5992 -0.2828 -0.25 -0.06 0.10
C -0.8955 1.5105 -0.9897 0.47 0.63 -0.01
C -0.4811 0.3567 -1.6543 -0.04 -0.23 -0.17
C -1.2619 -0.7788 -1.6308 -0.18 -0.14 0.03
C -2.4619 -0.7084 -0.9291 0.13 1.09 0.35
O -3.3762 -1.6745 -0.7812 0.05 -0.49 -0.22
H -0.9692 -1.6867 -2.1313 0.08 -0.09 -0.08
H 0.4621 0.3880 -2.1732 0.08 -0.14 -0.11
S 0.1952 2.9151 -1.0230 0.04 -0.01 -0.02
O -0.4341 4.0676 -0.4374 -0.06 -0.33 0.25
O 0.7968 3.0581 -2.3074 -0.02 -0.43 0.15
N 1.3870 2.4216 0.0798 -0.02 0.14 0.07
C 1.8823 3.0067 1.2162 0.02 0.04 0.27
C 2.9297 2.2204 1.6410 -0.25 0.17 -0.26
C 3.0042 1.1574 0.7058 -0.88 0.82 -0.24
N 2.0694 1.2891 -0.2213 0.50 -0.78 -0.40
C 3.9273 0.0356 0.6892 0.25 -0.49 -0.16
C 3.7605 -0.9866 -0.2416 0.03 0.26 0.24
C 4.6245 -2.0627 -0.2916 0.18 -0.31 -0.06
C 5.6901 -2.1430 0.6016 -0.03 0.21 0.15
C 5.8601 -1.1218 1.5395 0.12 -0.23 -0.08
C 4.9948 -0.0521 1.5834 -0.20 -0.02 -0.19
H 5.1541 0.7257 2.3138 0.02 0.09 0.09
H 6.6882 -1.1962 2.2271 0.09 0.00 0.07
O 6.5985 -3.1540 0.6705 -0.05 0.28 0.18
C 6.5858 -4.1820 -0.2988 0.07 -0.26 -0.40
C 7.1763 -3.7384 -1.6344 -0.15 0.03 0.39
H 6.5919 -2.9305 -2.0677 -0.02 0.04 -0.09
H 7.1899 -4.5765 -2.3259 0.00 -0.08 -0.10
H 8.1936 -3.3846 -1.4870 0.09 0.02 -0.02
H 7.2064 -4.9707 0.1365 -0.16 0.06 -0.06
H 5.5712 -4.5775 -0.4322 0.09 0.01 0.08
H 4.4538 -2.8320 -1.0285 0.03 -0.07 -0.05
H 2.9344 -0.9184 -0.9317 -0.07 -0.05 -0.10
H 3.5382 2.3861 2.5047 0.08 0.06 0.23
N 1.2870 4.1009 1.7762 -0.07 0.31 0.08
H 1.8954 4.7033 2.3067 -0.06 -0.05 -0.04
H 0.6269 4.5694 1.1695 0.11 0.11 0.18
H -2.3348 2.5179 0.2137 -0.08 0.11 0.10
C -4.9629 1.0852 1.1385 -0.08 -0.03 0.04
H -5.9398 0.6643 1.3475 -0.01 0.12 0.04
H -5.0753 2.0274 0.6046 -0.04 0.09 0.00
H -4.4582 1.2950 2.0812 -0.01 0.06 0.09
H -8.9022 -1.2242 0.0347 -0.08 0.07 -0.01
H -9.4955 -2.8256 0.5030 -0.12 -0.06 0.01
H -8.2035 -2.6784 -0.6947 -0.02 -0.04 -0.07

---

The evaluated energy relative to the best compared isomer or geometry (same formula, charge and spin) for the records listed, in turn: 289.1; 517.3; 136.3 kJ/mol.